Record 1
DFT (ωB97M-V/def2-TZVPD) results for C44H37N5O2P2RuS2 as an isolated structure.

## Properties
- Gap between HOMO and LUMO (spin up / spin down): 7.252 / 6.814 eV
- 2S+1: 6
- Charge: +1

```
93
C44H37N5O2P2RuS2 | the OMol25 dataset | ωB97M-V/def2-TZVPD
Ru -0.1436 0.5256 -1.7616
N 4.4584 -2.9317 -6.3115
C 4.0857 -2.1040 -5.2815
C 3.6338 -0.8049 -5.5385
C 3.2295 0.0168 -4.5051
C 3.2594 -0.4497 -3.1973
C 3.7098 -1.7390 -2.9257
C 4.1163 -2.5595 -3.9570
S 2.8182 0.5639 -1.8439
O 3.9592 1.2027 -1.2723
O 2.0380 -0.3019 -0.9300
N 1.7078 1.5317 -2.5126
C 1.3923 2.7547 -1.9274
N 0.0518 2.8925 -1.8341
C -0.4030 3.9903 -1.2290
C 0.4517 4.9560 -0.7431
C 1.8113 4.7244 -0.9301
N 2.2920 3.6371 -1.5170
H 4.6458 -2.5206 -7.2089
H 4.9995 -3.7502 -6.0949
H 3.6050 -0.4407 -6.5575
H 2.8835 1.0195 -4.7107
H 3.7485 -2.0962 -1.9045
H 4.4717 -3.5599 -3.7431
H -1.4801 4.0831 -1.1487
H 0.0836 5.8479 -0.2605
H 2.5460 5.4462 -0.5915
S -2.6205 1.0163 -4.5961
C -3.1620 2.3562 -3.6838
C -3.2602 2.0649 -2.3630
C -2.9006 0.7143 -2.0569
C -2.5467 0.0248 -3.2006
C -1.9528 -1.3308 -3.2895
C -2.5492 -2.4211 -3.8939
C -1.8416 -3.6153 -3.9449
C -0.5678 -3.6788 -3.4033
C -0.0336 -2.5429 -2.8199
N -0.7139 -1.3982 -2.7721
H -3.3780 3.2909 -4.1742
H -3.6005 2.7648 -1.6134
H -3.5440 -2.3337 -4.3073
H -2.2843 -4.4877 -4.4059
H 0.0114 -4.5899 -3.4337
H 0.9617 -2.5236 -2.3930
C -0.1170 1.2077 1.9573
P -0.8299 0.2663 0.5897
C -0.9410 -1.4718 1.1028
C -2.0174 -1.9500 1.8474
C -2.0658 -3.2828 2.2247
C -1.0422 -4.1465 1.8563
C 0.0328 -3.6751 1.1164
C 0.0872 -2.3411 0.7384
C -2.5678 0.7436 0.4504
C -3.2767 0.0801 -0.7083
C -4.7717 0.1758 -0.5867
C -5.3661 1.0866 0.2202
C -4.5969 1.9099 1.0753
C -3.2077 1.6720 1.2099
P 1.3114 0.3335 2.7626
C 0.3555 -0.6673 3.9608
C -0.6904 -0.1637 4.7362
C -1.3650 -0.9787 5.6283
C -0.9962 -2.3135 5.7645
C 0.0469 -2.8229 5.0099
C 0.7195 -2.0006 4.1128
C 1.9091 1.7256 3.7985
C 2.1707 1.5510 5.1558
C 2.7224 2.5781 5.9080
C 3.0242 3.7954 5.3171
C 2.7850 3.9749 3.9620
C 2.2402 2.9456 3.2099
H -0.8850 1.4546 2.6915
H 0.2514 2.1432 1.5265
H -2.8136 -1.2777 2.1467
H -2.8995 -3.6468 2.8097
H -1.0811 -5.1865 2.1521
H 0.8384 -4.3441 0.8424
H 0.9352 -1.9691 0.1757
H -2.9919 -0.9808 -0.7615
H -5.3603 -0.4550 -1.2407
H -6.4441 1.1778 0.2227
H -5.0787 2.6539 1.6925
H -2.6696 2.2093 1.9809
H -0.9690 0.8817 4.6637
H -2.1705 -0.5750 6.2270
H -1.5184 -2.9495 6.4667
H 0.3421 -3.8582 5.1183
H 1.5322 -2.4001 3.5186
H 1.9390 0.6097 5.6382
H 2.9156 2.4237 6.9613
H 3.4509 4.5961 5.9056
H 3.0335 4.9142 3.4859
H 2.1006 3.1018 2.1452
```


Record 2
DFT (ωB97M-V/def2-TZVPD) results for C44H38CaNO4P2S4SbSe4 as an isolated structure at a distorted geometry.

## Properties
- Gap between HOMO and LUMO: 4.155 eV
- Charge: -2

```
99
C44H38CaNO4P2S4SbSe4 | the OMol25 dataset | ωB97M-V/def2-TZVPD
Ca 0.0647 0.8064 -0.8776
C 4.2378 3.9721 2.3826
O 3.7112 3.4408 3.5701
C 2.7284 2.4858 3.4288
C 2.4439 1.6663 4.5224
C 1.5811 0.6083 4.3555
C 0.9057 0.3596 3.1591
C 0.1984 -0.9068 2.9425
C 0.3857 -2.0445 3.9106
O -0.5230 -1.0862 1.9701
C 1.0331 1.3199 2.1084
O 0.3254 1.3172 1.0104
C 2.0152 2.3139 2.2692
H 5.1130 4.5581 2.6642
H 3.5222 4.6375 1.8803
H 4.5434 3.1754 1.6919
H 2.9423 1.8459 5.4612
H 1.4118 -0.0629 5.1838
H -0.2539 -1.8868 4.7782
H 1.4170 -2.1563 4.2267
H 0.0665 -2.9694 3.4128
H 2.2056 2.9837 1.4443
C -2.2235 4.2061 -0.7295
N -3.5480 3.7375 -0.4411
C -3.8105 2.4727 -1.0487
P -2.5590 1.1364 -0.7089
C -2.8710 0.7198 1.0313
C -2.8624 -0.6158 1.4317
C -3.1001 -0.9618 2.7498
C -3.2811 0.0400 3.6898
C -3.2413 1.3735 3.3148
C -3.0456 1.7125 1.9894
C -3.5882 -0.2683 -1.3936
C -2.9855 -1.1036 -2.3338
C -3.4081 -2.4093 -2.5185
C -4.4793 -2.8873 -1.7791
C -5.1839 -2.0240 -0.9528
C -4.7389 -0.7308 -0.7540
C -4.4729 4.4358 0.2967
C -5.5081 3.7762 0.9771
C -6.4037 4.4770 1.7527
C -6.3129 5.8526 1.8813
C -5.3004 6.5169 1.2128
C -4.3976 5.8286 0.4293
P -1.0400 2.9144 0.0105
C -0.1012 4.1812 0.9249
C -0.1370 4.1392 2.3097
C 0.5326 5.0982 3.0466
C 1.2530 6.0844 2.3961
C 1.2877 6.1279 1.0095
C 0.6012 5.1872 0.2709
C 0.0003 2.8048 -1.4049
C -0.5547 2.4983 -2.6237
C 0.2359 2.3286 -3.7434
C 1.6157 2.4269 -3.6249
C 2.1784 2.6576 -2.3795
C 1.3645 2.7814 -1.2752
H -2.0334 5.1497 -0.2095
H -2.1020 4.3996 -1.8189
H -3.8151 2.5988 -2.1550
H -4.7934 2.0876 -0.7726
H -2.6144 -1.3826 0.6994
H -3.0901 -2.0123 3.0216
H -3.4311 -0.2182 4.7283
H -3.3555 2.1612 4.0509
H -3.0482 2.7630 1.7128
H -2.1164 -0.7382 -2.8970
H -2.8659 -3.0843 -3.1702
H -4.7273 -3.9370 -1.8356
H -6.0429 -2.3752 -0.4013
H -5.2417 -0.0910 -0.0392
H -5.5995 2.7014 0.9390
H -7.1774 3.9380 2.2796
H -7.0127 6.3965 2.4976
H -5.2095 7.5915 1.2899
H -3.6287 6.3830 -0.0914
H -0.6589 3.3269 2.8021
H 0.5126 5.0525 4.1259
H 1.8185 6.8162 2.9571
H 1.8726 6.8847 0.5001
H 0.6326 5.2284 -0.8199
H -1.6391 2.4622 -2.7415
H -0.2225 2.0977 -4.6997
H 2.2410 2.2956 -4.4993
H 3.2540 2.7114 -2.2663
H 1.8112 2.9442 -0.3081
O 5.1895 -0.5753 -5.3999
C 4.4106 -0.5476 -4.4870
S 2.7079 -0.9287 -4.6862
C 2.2268 -0.5500 -3.0259
C 3.1851 -0.1638 -2.1440
S 2.9240 0.2359 -0.5253
S 4.8255 -0.0747 -2.8443
S 0.5188 -0.6298 -2.6887
Se 1.2925 -4.8105 1.1879
Sb -0.4514 -3.6359 -0.0398
Se -2.1269 -4.2047 1.6705
Se -1.3955 -5.2314 -1.6175
Se 0.0132 -1.4776 -0.8062
```